Record 1
{
  "formula": "C4H7NO2",
  "method": "ωB97M-V with the def2-TZVPD basis set",
  "elements": ["O", "O", "N", "C", "C", "C", "C", "H", "H", "H", "H", "H", "H", "H"],
  "positions_angstrom": [[1.90750, 0.95127, 1.27406], [-0.33986, -2.87973, -1.32334], [0.87396, 0.44508, -0.66448], [-0.26859, -0.39884, -1.19013], [-0.32913, -1.78724, -0.64485], [0.87059, 0.88701, 0.65641], [-0.50567, 1.16805, 1.28061], [-0.94380, 0.18440, 1.38649], [-1.16962, 1.79498, 0.69704], [-0.29737, -1.90674, 0.45954], [-1.15118, 0.20925, -0.94341], [-0.22121, -0.42103, -2.27882], [-0.20468, 1.70252, 2.18433], [1.77906, 0.05101, -0.89345]],
  "forces_ev_per_angstrom": [[0.65, 0.62, 0.97], [0.02, 0.06, -0.72], [-0.37, 0.12, 0.61], [-0.12, 0.19, 0.33], [0.13, -0.35, 0.69], [-0.93, -1.00, -2.34], [1.54, 0.41, -0.08], [-0.34, -0.05, 0.59], [0.07, 0.02, -0.31], [-0.04, 0.47, -0.04], [-0.10, 0.05, -0.07], [0.15, -0.08, -0.04], [-0.65, -0.42, 0.32], [-0.01, -0.04, 0.10]],
  "e_homo_ev": [-0.041, -3.357],
  "homo_lumo_gap_ev": [4.027, 7.270],
  "fmax_ev_per_a": 2.710,
  "spin_multiplicity": 2,
  "lumo_energy_ev": [3.986, 3.913],
  "total_charge": -1
}



Record 2
{
  "formula": "C17H56N6O11",
  "method": "ωB97M-V with the def2-TZVPD basis set",
  "elements": ["O", "O", "O", "O", "O", "O", "O", "O", "O", "O", "O", "N", "N", "N", "N", "N", "N", "C", "C", "C", "C", "C", "C", "C", "C", "C", "C", "C", "C", "C", "C", "C", "C", "C", "H", "H", "H", "H", "H", "H", "H", "H", "H", "H", "H", "H", "H", "H", "H", "H", "H", "H", "H", "H", "H", "H", "H", "H", "H", "H", "H", "H", "H", "H", "H", "H", "H", "H", "H", "H", "H", "H", "H", "H", "H", "H", "H", "H", "H", "H", "H", "H", "H", "H", "H", "H", "H", "H", "H", "H"],
  "positions_angstrom": [[-12.89400, 7.48000, 20.34400], [-8.69400, 6.45200, 16.15900], [-9.19000, 9.97700, 19.34200], [-7.33700, 12.29100, 19.15600], [-12.01600, 8.30000, 13.88200], [-8.89400, 4.46100, 18.32200], [-6.75000, 8.61800, 19.61600], [-13.57300, 6.07600, 17.08200], [-12.03300, 11.65600, 18.00600], [-9.58500, 13.66800, 13.34900], [-8.71400, 6.85900, 21.08500], [-11.56800, 6.88900, 16.26600], [-6.96100, 3.50200, 19.27400], [-8.82000, 2.47200, 19.62000], [-10.55800, 9.17200, 17.51200], [-10.09300, 7.70300, 19.07000], [-11.48700, 5.58400, 18.02000], [-8.68000, 8.38700, 14.63600], [-6.54100, 7.52400, 18.73600], [-8.78000, 7.44000, 22.33500], [-12.18600, 6.13000, 17.06600], [-6.80800, 13.22400, 21.36000], [-6.58000, 12.11400, 20.30500], [-11.82200, 12.19100, 19.27600], [-7.94200, 7.11800, 15.14700], [-9.27800, 12.42100, 13.95900], [-8.28000, 3.53800, 19.09000], [-9.99500, 8.95000, 18.65200], [-11.93200, 9.68800, 13.96100], [-12.61600, 10.20600, 15.17800], [-10.46500, 12.90500, 19.40600], [-9.94700, 8.41000, 22.43300], [-13.31800, 8.71500, 20.93200], [-9.31500, 12.60900, 15.55000], [-12.66300, 12.93500, 19.35800], [-12.02500, 11.47000, 20.09400], [-7.84200, 13.28700, 21.73400], [-12.51000, 9.43500, 16.01800], [-12.69500, 9.08600, 21.76400], [-7.76000, 11.45700, 19.04800], [-6.62400, 6.60500, 19.24700], [-10.05900, 12.82700, 18.42900], [-6.47400, 2.71400, 19.78900], [-11.93800, 12.36700, 17.39400], [-11.14500, 8.43000, 16.99100], [-9.55400, 8.15200, 13.97000], [-7.67000, 8.62200, 19.91300], [-6.48300, 14.13300, 20.93000], [-7.28900, 7.68900, 17.95000], [-10.49300, 13.74700, 13.50200], [-10.60300, 6.89400, 18.62500], [-9.00200, 11.68400, 16.02700], [-9.57000, 7.40400, 19.90600], [-10.09100, 11.77000, 13.70000], [-8.17400, 6.09700, 21.24800], [-9.94300, 8.67000, 23.51400], [-5.59000, 7.64500, 18.31500], [-12.10300, 11.13900, 15.57900], [-14.36300, 8.77400, 21.16000], [-9.05100, 9.05400, 15.38700], [-8.18600, 5.95500, 16.81500], [-9.73600, 9.33600, 21.84400], [-12.14100, 7.71100, 19.83200], [-9.74800, 2.12700, 19.27600], [-8.47600, 11.83800, 13.51600], [-5.54800, 12.13800, 19.92900], [-12.33500, 10.03900, 12.97500], [-10.52500, 13.92200, 19.76500], [-6.94100, 7.49000, 15.44400], [-10.55100, 6.94000, 16.30300], [-8.80500, 6.70100, 23.11600], [-10.60000, 10.21800, 17.24900], [-6.26800, 4.04200, 18.68600], [-12.06500, 5.31800, 18.89100], [-6.29200, 13.07400, 22.24900], [-10.86200, 9.92000, 13.97000], [-8.07700, 9.06500, 14.12100], [-8.52700, 13.33700, 15.80800], [-7.88900, 8.05500, 22.39200], [-10.59700, 5.05200, 17.93300], [-6.74800, 11.14600, 20.69800], [-10.94100, 8.00300, 22.14900], [-13.68000, 10.47100, 14.97200], [-11.91800, 8.17000, 12.98700], [-8.16500, 1.70100, 19.85600], [-12.12100, 7.30400, 15.53200], [-9.84000, 12.33400, 20.12900], [-10.31400, 12.85700, 15.85900], [-7.87000, 6.55200, 14.24700], [-13.20300, 9.49700, 20.17400]],
  "forces_ev_per_angstrom": [[-1.40, 0.09, 1.54], [-0.03, 0.36, -0.36], [-3.99, -4.98, -2.93], [-0.44, 1.08, -0.45], [-0.72, -0.69, 2.52], [2.69, -3.82, 3.58], [0.91, -0.19, 0.65], [6.55, 0.17, -0.21], [0.13, -1.97, -0.39], [2.65, -0.39, -0.63], [0.13, -1.52, -0.39], [1.85, 2.14, -3.30], [4.56, 0.63, -0.11], [-2.89, -3.54, 0.71], [-1.69, 3.26, -3.39], [0.27, -1.33, 1.75], [0.67, -3.38, 4.98], [-1.86, -1.22, 0.24], [-1.88, 2.34, 0.00], [-0.46, 2.25, 0.48], [-10.43, -1.13, 1.35], [-1.40, -1.12, -1.27], [1.24, 1.27, 0.50], [-1.46, 2.26, 1.52], [-0.21, 2.16, -0.02], [-1.52, -0.02, 1.92], [-1.34, 3.96, -4.83], [4.33, 3.32, 3.36], [0.68, 1.00, -1.25], [-0.18, 0.75, 1.63], [-0.49, -1.54, 1.63], [-0.03, 0.53, 0.61], [1.03, 1.04, -1.12], [2.03, -0.74, -2.17], [0.67, -0.28, 0.55], [0.38, -0.06, -0.93], [0.02, 0.05, -0.75], [-0.63, 1.23, -1.24], [-0.30, -0.61, 0.07], [-1.19, -1.14, -0.65], [-0.25, -1.41, 0.39], [1.02, 0.28, -0.68], [-1.25, 1.53, -0.95], [0.00, 0.81, -0.62], [1.24, 1.86, 1.53], [0.82, -0.06, 0.66], [-0.10, 0.34, -0.36], [0.05, 1.24, -0.33], [0.11, -0.88, -0.18], [-2.09, 0.63, 0.14], [0.49, 1.45, 0.06], [-0.14, -0.26, 0.20], [-0.42, 0.45, -0.76], [-0.77, -0.55, 0.07], [0.48, -0.79, -0.77], [-0.42, 0.18, -0.61], [1.54, 0.05, -0.56], [-0.64, -1.10, -0.66], [-0.53, -0.75, 0.42], [-0.41, -0.11, 1.11], [0.10, 0.09, -0.21], [-0.26, -0.77, 0.31], [1.18, 0.16, -0.72], [1.29, 0.91, 0.65], [0.95, 0.95, 0.19], [0.29, 0.06, 0.75], [0.13, 0.55, 0.98], [-0.18, 0.34, -0.16], [-0.41, -0.71, 0.33], [0.00, -0.33, -0.62], [-0.05, -0.40, 0.41], [-0.23, -2.50, 0.56], [-1.79, -0.56, 1.08], [1.06, 0.30, -2.25], [1.56, -0.53, 1.48], [-0.06, 0.39, 0.10], [1.59, 0.55, -1.31], [-0.77, 0.02, 0.13], [0.45, 0.09, 0.78], [-0.65, 0.57, -0.21], [-0.20, -1.07, 0.64], [0.78, 0.00, 0.20], [0.73, -0.47, 0.47], [0.26, -1.45, -2.98], [-1.11, 0.96, -0.21], [0.36, -0.11, -0.49], [-0.16, 0.45, -0.85], [-0.27, 0.45, 0.16], [0.44, -1.17, -0.38], [0.01, 0.10, -0.10]],
  "e_homo_ev": -8.560,
  "homo_lumo_gap_ev": 8.171,
  "fmax_ev_per_a": 10.581,
  "lumo_energy_ev": -0.389,
  "smiles": "NC(N)=O.NC(N)=O.NC(N)=O.CCO.CCO.CCO.CCO.CCO.CCO.CO.CO",
  "total_charge": 0
}



Record 3
{
  "formula": "C2HCl2OP",
  "method": "ωB97M-V with the def2-TZVPD basis set",
  "elements": ["Cl", "Cl", "P", "O", "C", "C", "H"],
  "positions_angstrom": [[-1.87493, -0.34251, 1.71148], [-2.12892, 2.40844, 0.15943], [-1.44402, 0.55620, -0.15371], [0.21430, 0.87941, 0.02088], [1.16928, -0.18396, -0.30464], [1.74065, -1.20983, -0.65031], [2.32364, -2.10776, -0.78312]],
  "forces_ev_per_angstrom": [[0.26, 0.43, -0.67], [0.11, 0.49, 0.20], [0.90, -1.34, 0.27], [2.49, -2.70, -0.80], [-2.64, 0.60, 0.07], [-0.89, 1.96, 1.00], [-0.24, 0.56, -0.07]],
  "e_homo_ev": -10.216,
  "homo_lumo_gap_ev": 10.695,
  "fmax_ev_per_a": 3.756,
  "lumo_energy_ev": 0.480,
  "smiles": "C#COP(Cl)Cl",
  "total_charge": 0
}